Version one
C3H10N3 | the ωB97M-V functional and the def2-TZVPD basis

For the highest occupied orbital energy, the calculation gives -13.7 eV. The value obtained for the HOMO-LUMO gap is 10.34 eV. For the LUMO energy, the calculation gives -3.385 eV. The structure (SMILES) is NNC1([NH3+])CC1.

Geometry as ORCA input:
```
! wB97M-V def2-TZVPD RIJCOSX def2/J DEFGRID3
* xyz 1 1
C -0.10396 -0.35659 1.66643
C 1.10689 0.55266 1.35835
C 0.13229 0.05971 0.21594
N 0.64248 -0.96053 -0.68889
N -0.67478 0.94470 -0.50521
N -1.41999 0.21059 -1.49365
H -0.01389 -1.37760 1.95751
H -1.03550 0.07874 1.94785
H 0.89937 1.50719 1.59560
H 2.21348 0.31151 1.37580
H -0.28901 -1.23689 -1.08987
H 1.24701 -1.72337 -0.34586
H -0.17295 1.70149 -1.08755
H -2.32997 0.03080 -1.11093
H 1.08634 -0.50473 -1.44941
H -1.28781 0.76234 -2.34610
*
```

Want to see where the charge sits? The Mulliken charges in e are: number 1, C, carries -0.725; number 2, C, carries -0.724; number 3, C, carries 0.356; number 4, N, carries -0.111; number 5, N, carries -0.327; number 6, N, carries -0.512; number 7, H, carries 0.303; number 8, H, carries 0.281; number 9, H, carries 0.323; number 10, H, carries 0.252; number 11, H, carries 0.481; number 12, H, carries 0.315; number 13, H, carries 0.303; number 14, H, carries 0.218; number 15, H, carries 0.335; number 16, H, carries 0.234

---

Version two
C3H10N3 | the ωB97M-V functional and the def2-TZVPD basis

For the highest occupied orbital energy, the calculation gives -14.1 eV. The value obtained for the HOMO-LUMO gap is 11.09 eV. For the LUMO energy, the calculation gives -3.020 eV. The structure (SMILES) is CNCNC=[NH2+].

Geometry as ORCA input:
```
! wB97M-V def2-TZVPD RIJCOSX def2/J DEFGRID3
* xyz 1 1
C 0.56902 1.00488 -0.04614
C -2.08254 0.26164 0.24271
C 2.24557 -0.67537 0.21281
N -0.89655 -0.06653 -0.22854
N -3.22598 -0.23916 0.01880
N 1.77594 0.54214 -0.44058
H 0.07312 1.77389 -0.60589
H 0.60358 1.17468 0.99746
H -2.05434 1.00155 0.97014
H 2.15040 -0.59777 1.33204
H 1.88627 -1.58162 -0.20378
H 3.39098 -0.47222 0.22389
H -1.03413 -0.61277 -1.08984
H -3.40001 -0.72401 -0.84331
H -3.98879 0.35506 0.25803
H 1.98242 0.64401 -1.47575
*
```

Want to see where the charge sits? The Mulliken charges in e are: number 1, C, carries -0.447; number 2, C, carries 0.074; number 3, C, carries -0.828; number 4, N, carries -0.369; number 5, N, carries -0.326; number 6, N, carries -0.212; number 7, H, carries 0.394; number 8, H, carries 0.329; number 9, H, carries 0.351; number 10, H, carries 0.316; number 11, H, carries 0.300; number 12, H, carries 0.330; number 13, H, carries 0.229; number 14, H, carries 0.265; number 15, H, carries 0.288; number 16, H, carries 0.306

---

Stability summary: most stable version two, least stable version one.

---

Version one
C5H12NO | the ωB97M-V functional and the def2-TZVPD basis

For the highest occupied orbital energy, the calculation gives -14.4 eV. The value obtained for the HOMO-LUMO gap is 9.25 eV. For the LUMO energy, the calculation gives -5.181 eV. The structure (SMILES) is C=[NH+]CCCCO.

Geometry as ORCA input:
```
! wB97M-V def2-TZVPD RIJCOSX def2/J DEFGRID3
* xyz 1 1
C 0.93931 0.96279 1.38771
O 1.36780 1.44583 0.05083
C -0.49666 0.60089 1.43735
C -0.92482 -0.75978 0.89091
C -0.11036 -1.18827 -0.41854
C -0.20566 -0.60004 -2.77841
N -0.32051 -0.18196 -1.52248
H 0.97587 1.85090 2.03151
H 1.68504 0.20319 1.67947
H 2.05067 2.19056 0.20837
H -0.66711 0.62480 2.58853
H -1.36865 1.22500 0.98401
H -1.95338 -1.01593 0.75512
H -0.53533 -1.54319 1.68096
H -0.61342 -2.04975 -0.90257
H 0.96010 -1.22367 -0.11156
H -0.18082 0.21437 -3.55319
H -0.45300 -1.66114 -2.96875
H -0.14906 0.90540 -1.43926
*
```

Want to see where the charge sits? The Mulliken charges in e are: number 1, C, carries -0.576; number 2, O, carries -0.550; number 3, C, carries -0.376; number 4, C, carries -0.862; number 5, C, carries -0.417; number 6, C, carries -0.101; number 7, N, carries -0.031; number 8, H, carries 0.390; number 9, H, carries 0.323; number 10, H, carries 0.316; number 11, H, carries 0.321; number 12, H, carries 0.283; number 13, H, carries 0.457; number 14, H, carries 0.288; number 15, H, carries 0.423; number 16, H, carries 0.242; number 17, H, carries 0.269; number 18, H, carries 0.266; number 19, H, carries 0.333

---

Version two
C5H12NO | the ωB97M-V functional and the def2-TZVPD basis

For the highest occupied orbital energy, the calculation gives -14.2 eV. The value obtained for the HOMO-LUMO gap is 8.87 eV. For the LUMO energy, the calculation gives -5.357 eV.

Geometry as ORCA input:
```
! wB97M-V def2-TZVPD RIJCOSX def2/J DEFGRID3
* xyz 1 1
C -2.37578 0.74917 1.39764
C -1.23974 -0.19487 0.88557
C 0.13625 0.37369 0.70973
C 0.74145 1.03241 1.71837
C 0.34910 0.00152 -1.71885
N 0.64886 0.54644 -0.59964
H -1.93889 1.69494 1.77323
H -2.66690 0.35965 2.37677
H -3.17214 0.91144 0.68754
H -1.50887 -0.41260 -0.16208
H -1.31328 -1.06612 1.53250
H 0.34419 0.84845 2.70296
H 1.71158 1.50622 1.61760
H 1.11579 -0.18768 -2.47420
H -0.54830 -0.53727 -1.94931
H 1.50107 1.09911 -0.65856
H 2.06325 -2.56443 -2.69148
H 3.46408 -2.27022 -2.79686
O 2.68825 -1.88986 -2.35093
*
```

Want to see where the charge sits? The Mulliken charges in e are: number 1, C, carries -1.058; number 2, C, carries -0.339; number 3, C, carries 0.900; number 4, C, carries -1.036; number 5, C, carries -0.299; number 6, N, carries -0.065; number 7, H, carries 0.320; number 8, H, carries 0.329; number 9, H, carries 0.336; number 10, H, carries -0.108; number 11, H, carries 0.420; number 12, H, carries 0.311; number 13, H, carries 0.327; number 14, H, carries 0.380; number 15, H, carries 0.276; number 16, H, carries 0.291; number 17, H, carries 0.331; number 18, H, carries 0.332; number 19, O, carries -0.648

---

Stability summary: most stable version two, least stable version one.